1.
# CH4N3

CH4N3 as an isolated structure at a distorted geometry (wB97M-V/def2-TZVPD, the OMol25 dataset).

## Properties
Charge: +1
Largest force on an atom: 0.0864 Eh/bohr
DFT total energy: -5557.1497 eV
Highest occupied orbital energy (alpha / beta): -0.559 / -0.560 Eh
Energy above the lowest of the compared OMol25 structures with the same formula, charge and spin: 178.4 kcal/mol
Spin multiplicity: 1

Geometry (Å):
N (-0.656990, 0.620546, 1.463725)
N (0.071170, 0.414550, 0.545449)
H (-0.042389, -1.786243, -0.126618)
H (1.488553, 2.098406, 0.275479)
N (-0.429614, -0.958872, -0.594583)
H (-1.488608, -0.805131, -0.499039)
C (1.113524, 1.055378, 0.438407)
H (-0.055648, -0.638634, -1.502820)

Forces on the atoms, in the same order (eV/Å):
N -0.38 -0.54 0.18
N -2.75 0.61 1.44
H -0.33 0.14 -0.80
H -0.75 -1.12 -0.04
N -1.48 0.81 -0.15
H 2.06 -0.81 -0.41
C 3.95 1.91 -0.68
H -0.32 -1.01 0.46

natural (NBO) atomic charge list, values in e, 2 entries: 0.111 -0.113


2.
# C6H4BrN3

A single C6H4BrN3 molecule at a distorted geometry (wB97M-V/def2-TZVPD, the OMol25 dataset).

## Properties
Charge: 0
Largest force on an atom: 0.0598 Eh/bohr
DFT total energy: -80796.5121 eV
Highest occupied orbital energy: -0.368 Eh
Energy above the lowest of the compared OMol25 structures with the same formula, charge and spin: 0.0 kcal/mol
Spin multiplicity: 1
SMILES: BrC1(c2cccnc2)N=N1

Geometry (Å):
C (-2.228689, 0.016098, 0.156814)
C (-1.522369, -1.181899, 0.374976)
H (0.448695, -2.090915, 0.377270)
N (2.721418, 0.945226, 0.811043)
N (2.417443, 1.693491, -0.134988)
C (1.954448, 0.335657, -0.166908)
C (-0.294693, 1.126535, -0.414898)
N (-1.638668, 1.150290, -0.238224)
Br (3.043513, -0.953961, -1.201860)
H (-1.861476, -2.202136, 0.534573)
C (-0.137656, -1.175782, 0.116941)
C (0.484541, 0.022965, -0.117078)
H (-3.362047, 0.168728, 0.425705)
H (-0.024465, 2.145707, -0.523372)

Forces on the atoms, in the same order (eV/Å):
C -1.87 0.29 0.89
C 1.24 -0.09 -1.48
H -0.48 0.86 -0.62
N 0.23 1.61 1.05
N 0.51 -0.67 0.50
C -0.55 -2.14 -1.83
C -2.69 0.06 1.49
N 0.31 -1.27 -0.03
Br -0.49 0.38 0.11
H -0.94 0.59 0.41
C -0.19 -0.93 1.77
C 1.20 1.57 -0.91
H 2.27 -0.74 -0.70
H 1.44 0.48 -0.63

natural (NBO) atomic charge list, values in e, 2 entries: 0.042 -0.258